Density functional theory data (ωB97M-V/def2-TZVPD) for C14H14N2O in the gas phase.

The strongest force on any atom comes out at 0.5 eV/Å. As for the energy above the lowest of the compared OMol25 structures with the same formula, charge and spin: 0.000 eV. The structure (SMILES) is CC(=O)Nc1ccc(Cc2ccncc2)cc1. The calculation puts the highest occupied orbital energy at -8.46 eV. The energy is -726.66736 a.u.

Positions of all 31 atoms, in Å:
C (-3.96, -0.78, 3.90)
C (-2.60, -0.29, 3.44)
O (-1.95, 0.52, 4.06)
N (-2.22, -0.88, 2.27)
C (-1.04, -0.69, 1.54)
C (-0.89, -1.43, 0.36)
C (0.25, -1.29, -0.40)
C (1.26, -0.42, -0.02)
C (2.48, -0.25, -0.89)
C (2.09, 0.51, -2.12)
C (1.76, 1.86, -2.04)
C (1.37, 2.53, -3.19)
N (1.29, 1.94, -4.38)
C (1.60, 0.66, -4.46)
C (2.00, -0.10, -3.37)
C (1.10, 0.31, 1.15)
C (-0.03, 0.18, 1.93)
H (-4.72, -0.55, 3.16)
H (-4.22, -0.28, 4.83)
H (-3.94, -1.86, 4.07)
H (-2.86, -1.54, 1.86)
H (-1.67, -2.11, 0.05)
H (0.35, -1.87, -1.31)
H (3.25, 0.29, -0.35)
H (2.88, -1.23, -1.18)
H (1.81, 2.38, -1.10)
H (1.11, 3.58, -3.17)
H (1.51, 0.22, -5.44)
H (2.24, -1.14, -3.49)
H (1.88, 0.99, 1.47)
H (-0.14, 0.75, 2.83)

natural (NBO) atomic charge list, values in e, 8 entries: -0.713, 0.685, -0.599, -0.601, 0.125, -0.225, -0.200, -0.022

Density functional theory data (ωB97M-V/def2-TZVPD) for C14H14N2O3S in the gas phase in a non-equilibrium geometry.

The strongest force on any atom comes out at 1.4 eV/Å. As for the energy above the lowest of the compared OMol25 structures with the same formula, charge and spin: 3.465 eV. The structure (SMILES) is C[C@@H](CNC(=O)c1cccs1)c1ccc([N+](=O)[O-])cc1. The calculation puts the highest occupied orbital energy at -9.31 eV. The energy is -1275.23915 a.u.

Positions of all 34 atoms, in Å:
C (1.87, 2.97, 1.87)
C (0.40, 2.60, 1.79)
C (-0.24, 3.19, 0.49)
N (-0.40, 2.21, -0.55)
C (0.64, 1.80, -1.32)
O (1.69, 2.40, -1.39)
C (0.40, 0.57, -2.09)
C (1.26, 0.02, -3.00)
C (0.81, -1.22, -3.51)
C (-0.38, -1.60, -2.98)
S (-0.98, -0.46, -1.84)
C (0.15, 1.11, 1.81)
C (-1.07, 0.63, 2.28)
C (-1.39, -0.71, 2.19)
C (-0.47, -1.58, 1.61)
N (-0.82, -2.97, 1.46)
O (-1.86, -3.35, 1.94)
O (-0.04, -3.68, 0.86)
C (0.76, -1.13, 1.16)
C (1.06, 0.21, 1.27)
H (1.97, 4.04, 2.07)
H (2.36, 2.43, 2.68)
H (2.38, 2.76, 0.94)
H (-0.12, 3.04, 2.65)
H (0.40, 3.98, 0.11)
H (-1.23, 3.61, 0.71)
H (-1.21, 1.60, -0.49)
H (2.18, 0.49, -3.28)
H (1.34, -1.80, -4.24)
H (-0.95, -2.48, -3.17)
H (-1.79, 1.32, 2.71)
H (-2.34, -1.09, 2.54)
H (1.45, -1.83, 0.73)
H (2.02, 0.57, 0.90)

natural (NBO) atomic charge list, values in e, 8 entries: -0.620, -0.253, -0.216, -0.611, 0.650, -0.625, -0.321, -0.181

Density functional theory data (ωB97M-V/def2-TZVPD) for C14H14N2O4S in the gas phase in a non-equilibrium geometry.

The strongest force on any atom comes out at 3.1 eV/Å. As for the energy above the lowest of the compared OMol25 structures with the same formula, charge and spin: 0.061 eV. The structure (SMILES) is O=C1CN2C(=O)c3ccccc3S[C@H]2[C@H]2[C@H](O)[C@H](O)CN12. The calculation puts the highest occupied orbital energy at -8.84 eV. The energy is -1350.57407 a.u.

Positions of all 35 atoms, in Å:
O (-3.03, -2.33, -0.40)
C (-2.01, -1.68, -0.64)
C (-2.08, -0.31, -1.24)
N (-1.01, 0.58, -0.74)
C (-1.31, 1.93, -0.57)
O (-2.34, 2.36, -1.11)
C (-0.50, 2.84, 0.24)
C (-0.65, 4.24, 0.12)
C (0.07, 5.13, 0.91)
C (1.02, 4.65, 1.79)
C (1.16, 3.26, 1.92)
C (0.44, 2.36, 1.15)
S (0.71, 0.60, 1.34)
C (0.35, 0.10, -0.41)
C (0.43, -1.44, -0.63)
C (1.50, -2.21, 0.14)
O (2.75, -2.11, -0.55)
C (0.93, -3.63, 0.16)
O (1.47, -4.33, -0.99)
C (-0.57, -3.51, 0.15)
N (-0.77, -2.18, -0.32)
H (-2.02, -0.39, -2.33)
H (-3.10, 0.04, -1.05)
H (-1.32, 4.64, -0.61)
H (-0.03, 6.19, 0.76)
H (1.63, 5.29, 2.39)
H (1.91, 2.87, 2.61)
H (1.08, 0.62, -1.07)
H (0.57, -1.55, -1.70)
H (1.62, -1.88, 1.18)
H (2.85, -2.92, -1.08)
H (1.25, -4.18, 1.03)
H (1.05, -5.19, -1.05)
H (-1.05, -4.26, -0.54)
H (-1.00, -3.61, 1.14)

natural (NBO) atomic charge list, values in e, 8 entries: -0.613, 0.673, -0.307, -0.459, 0.652, -0.609, -0.126, -0.145

Density functional theory data (ωB97M-V/def2-TZVPD) for a molecular structure, C14H14N3O8P2Pt in a non-equilibrium geometry.

The strongest force on any atom comes out at 1.6 eV/Å. As for the energy above the lowest of the compared OMol25 structures with the same formula, charge and spin: 1.015 eV. The net charge is -1. The calculation puts the highest occupied orbital energy (alpha / beta) at -3.61 / -5.65 eV. The energy is -2110.42626 a.u. As for the spin multiplicity: 3.

Positions of all 42 atoms, in Å:
Pt (0.39, 0.89, -0.56)
C (0.26, -0.41, 3.53)
C (0.28, 0.38, 2.26)
N (0.08, -0.20, 1.07)
N (-0.05, -1.52, 0.93)
C (0.16, -1.95, -0.29)
O (0.66, -1.19, -1.22)
C (-0.21, -3.34, -0.60)
C (-0.38, -3.74, -1.93)
C (-0.82, -5.01, -2.22)
C (-1.08, -5.91, -1.21)
C (-0.89, -5.54, 0.11)
C (-0.46, -4.26, 0.42)
C (0.59, 1.74, 2.20)
C (0.71, 2.61, 3.31)
C (1.13, 3.89, 3.15)
C (1.40, 4.36, 1.85)
C (1.23, 3.50, 0.79)
N (0.88, 2.23, 0.93)
H (0.09, -1.46, 3.29)
H (-0.53, -0.05, 4.18)
H (1.21, -0.31, 4.05)
H (-0.17, -3.03, -2.72)
H (-0.97, -5.31, -3.25)
H (-1.44, -6.91, -1.44)
H (-1.07, -6.25, 0.90)
H (-0.31, -3.95, 1.44)
H (0.44, 2.23, 4.29)
H (1.23, 4.55, 4.00)
H (1.71, 5.38, 1.68)
H (1.38, 3.86, -0.22)
O (-1.03, 0.25, -2.66)
P (-0.10, 1.38, -3.39)
O (0.29, 0.96, -4.74)
O (1.02, 1.75, -2.41)
O (-1.14, 2.60, -3.37)
P (-1.24, 3.51, -2.00)
O (0.19, 4.27, -2.08)
O (-2.35, 4.46, -2.10)
O (-1.22, 2.58, -0.80)
H (-0.69, -0.61, -2.94)
H (0.81, 3.56, -2.27)

natural (NBO) atomic charge list, values in e, 8 entries: 1.368, -0.661, 0.154, -0.278, -0.400, 0.515, -0.748, -0.037

Density functional theory data (ωB97M-V/def2-TZVPD) for a gas-phase ion, C14H14P (charge +1) in a non-equilibrium geometry.

The strongest force on any atom comes out at 3.4 eV/Å. As for the energy above the lowest of the compared OMol25 structures with the same formula, charge and spin: 2.685 eV. The net charge is +1. The calculation puts the highest occupied orbital energy at -11.57 eV. The energy is -882.84984 a.u.

Positions of all 29 atoms, in Å:
C (-3.12, -1.66, -0.46)
C (0.64, 3.15, -0.12)
C (-4.22, -0.96, -0.03)
C (1.90, 2.59, -0.17)
C (-1.85, -1.11, -0.45)
C (-0.46, 2.32, -0.05)
C (-4.05, 0.36, 0.44)
C (2.05, 1.21, -0.14)
C (-1.61, 0.21, 0.01)
C (-0.34, 0.93, -0.02)
C (-2.78, 0.76, 0.39)
C (0.95, 0.36, -0.05)
C (2.60, -1.72, -1.20)
C (2.33, -1.45, 1.66)
P (1.32, -1.45, 0.11)
H (-3.24, -2.67, -0.83)
H (0.51, 4.22, -0.13)
H (-5.22, -1.38, -0.03)
H (2.78, 3.21, -0.24)
H (-0.99, -1.66, -0.82)
H (-1.46, 2.74, -0.02)
H (-4.88, 0.94, 0.80)
H (3.04, 0.79, -0.17)
H (2.70, -0.84, -1.83)
H (2.30, -2.56, -1.82)
H (3.55, -1.96, -0.73)
H (1.71, -1.14, 2.50)
H (3.18, -0.78, 1.57)
H (2.68, -2.47, 1.83)

natural (NBO) atomic charge list, values in e, 8 entries: -0.168, -0.190, -0.146, -0.163, -0.144, -0.183, -0.397, -0.191

Density functional theory data (ωB97M-V/def2-TZVPD) for a molecular structure, C14H15AsClFeN2O4S4Sb in a non-equilibrium geometry.

The strongest force on any atom comes out at 1.4 eV/Å. The net charge is -1. The calculation puts the highest occupied orbital energy (alpha / beta) at -4.59 / -4.54 eV. The energy is -6745.78523 a.u. As for the spin multiplicity: 2.

Positions of all 43 atoms, in Å:
Fe (-0.96, 0.12, 1.09)
S (-1.70, 1.67, -0.47)
Sb (-2.34, 3.45, 1.02)
S (-0.59, 2.54, 2.84)
S (-1.33, 0.74, 3.23)
S (-4.40, 2.69, 1.68)
O (3.70, -3.69, 0.72)
C (4.11, -2.52, 0.32)
O (5.24, -2.32, -0.07)
C (3.12, -1.40, 0.34)
C (3.36, -0.10, -0.09)
Cl (4.76, 0.62, -0.72)
N (2.23, 0.60, 0.04)
N (1.25, -0.16, 0.53)
C (1.76, -1.37, 0.74)
C (0.84, -2.42, 1.33)
O (1.27, -3.57, 1.47)
O (-0.30, -2.00, 1.62)
C (1.99, 1.95, -0.31)
C (1.10, 2.22, -1.34)
C (0.76, 3.53, -1.62)
C (1.32, 4.56, -0.88)
C (2.23, 4.28, 0.14)
C (2.56, 2.97, 0.43)
H (2.72, -3.71, 1.04)
H (0.67, 1.40, -1.89)
H (0.03, 3.75, -2.39)
H (1.04, 5.58, -1.07)
H (2.65, 5.09, 0.72)
H (3.23, 2.73, 1.25)
C (-4.30, -2.14, 0.51)
As (-2.55, -1.48, -0.12)
C (-1.78, -3.18, -0.75)
C (-3.17, -0.88, -1.89)
H (-4.80, -2.72, -0.28)
H (-4.92, -1.28, 0.77)
H (-4.17, -2.77, 1.39)
H (-2.46, -3.70, -1.42)
H (-1.54, -3.82, 0.10)
H (-0.84, -2.97, -1.28)
H (-3.66, -1.69, -2.43)
H (-2.31, -0.54, -2.47)
H (-3.85, -0.04, -1.78)

natural (NBO) atomic charge list, values in e, 8 entries: 0.887, -0.842, 0.897, -0.342, -0.206, -0.873, -0.690, 0.795

Question: Among the records above, which one has the lowest strongest force on any atom?
Answer: C14H14N2O